Record 1
DFT (ωB97M-V/def2-TZVPD) results for C17H16N2O7V as an isolated structure.

Geometry as XYZ:
```
43
Properties=species:S:1:pos:R:3
V -0.841 -0.212 -0.455
C -2.576 2.847 2.706
C -1.332 2.022 2.351
C -0.426 1.802 3.559
C -1.688 0.770 1.589
C -1.126 -0.483 1.919
C -1.546 -1.654 1.299
C -2.531 -1.633 0.276
C -3.002 -2.890 -0.359
C -3.102 -0.377 -0.057
C -2.686 0.792 0.575
H -2.332 3.546 3.503
H -3.386 2.206 3.049
H -2.949 3.440 1.871
H -0.744 2.651 1.651
H -0.918 1.173 4.303
H -0.227 2.753 4.043
H 0.530 1.360 3.285
H -0.398 -0.552 2.720
H -1.171 -2.614 1.647
H -2.350 -3.154 -1.201
H -4.015 -2.786 -0.744
H -2.971 -3.719 0.348
H -3.923 -0.343 -0.771
H -3.198 1.724 0.344
O -0.406 -0.615 -4.093
C -0.012 -0.297 -3.020
O -0.818 0.136 -2.032
C 1.430 -0.356 -2.559
C 2.479 -0.355 -3.473
C 3.788 -0.411 -3.004
C 4.104 -0.384 -1.650
C 3.062 -0.386 -0.736
C 1.726 -0.437 -1.175
O 0.721 -0.535 -0.349
N 3.286 -0.297 0.718
O 2.294 -0.043 1.373
O 4.391 -0.469 1.120
N 4.900 -0.491 -4.013
O 4.543 -0.533 -5.149
O 6.000 -0.508 -3.555
H 2.280 -0.319 -4.539
H 5.139 -0.365 -1.314
```

Values from the calculation:
- gap between HOMO and LUMO (alpha / beta) (eV) = 6.52 / 6.94
- net charge = +2
- calculated total energy (Ha) = -2236.7424
- 2S+1 = 2
- HOMO energy (alpha / beta) (hartree) = -0.6205 / -0.6206
- max |F| (eV/Å) = 6.07

Record 2
DFT (ωB97M-V/def2-TZVPD) results for C17H16N4O4 in the gas phase.

Geometry as XYZ:
```
41
Properties=species:S:1:pos:R:3
C 2.021 3.305 5.117
H 2.998 2.813 5.070
O 1.029 2.551 4.465
C 1.167 2.306 3.133
C 2.225 2.745 2.345
C 2.258 2.432 0.998
C 1.245 1.685 0.411
C 0.183 1.244 1.198
C 0.151 1.553 2.540
H -0.664 1.218 3.160
H -0.607 0.660 0.758
N 1.351 1.398 -0.962
C 0.482 0.713 -1.736
O -0.578 0.251 -1.384
C 0.955 0.536 -3.196
H 2.047 0.479 -3.261
H 0.570 1.343 -3.822
O 0.372 -0.656 -3.697
C 0.720 -1.761 -3.039
O 1.614 -1.815 -2.237
C -0.198 -2.925 -3.394
N -1.468 -2.689 -2.772
C -1.743 -2.465 -1.454
C -0.984 -2.459 -0.290
C -1.656 -2.161 0.873
C -3.033 -1.891 0.890
C -3.792 -1.909 -0.255
C -3.133 -2.200 -1.448
N -3.572 -2.283 -2.737
N -2.593 -2.557 -3.490
H -4.850 -1.701 -0.248
H -3.500 -1.660 1.836
H -1.108 -2.128 1.803
H 0.076 -2.654 -0.303
H -0.368 -2.968 -4.472
H 0.248 -3.858 -3.031
H 2.211 1.718 -1.387
H 3.089 2.777 0.398
H 3.031 3.327 2.764
H 1.703 3.374 6.156
H 2.101 4.314 4.698
```

Values from the calculation:
- gap between HOMO and LUMO (eV) = 8.69
- net charge = 0
- calculated total energy (Ha) = -1177.3945
- energy relative to the best compared isomer or geometry (same formula, charge and spin) (kJ/mol) = 18.6
- 2S+1 = 1
- HOMO energy (hartree) = -0.3009
- max |F| (eV/Å) = 1.33

Record 3
DFT (ωB97M-V/def2-TZVPD) results for C17H16N4S2Tl as an isolated structure.

Geometry as XYZ:
```
40
Properties=species:S:1:pos:R:3
Tl 10.730 5.595 4.270
N 15.399 4.711 5.931
C 15.538 5.293 7.091
C 16.790 5.607 7.686
C 16.835 6.148 8.948
C 15.666 6.408 9.683
C 14.370 6.127 9.147
C 13.166 6.410 9.845
C 11.977 6.153 9.220
C 12.019 5.585 7.908
N 13.141 5.335 7.278
C 14.319 5.584 7.884
H 16.210 4.381 5.404
H 14.478 4.346 5.656
H 17.687 5.477 7.124
H 17.807 6.436 9.400
H 15.770 6.865 10.636
H 13.166 6.715 10.865
H 11.059 6.263 9.767
H 11.099 5.173 7.473
C 6.787 4.034 5.100
C 6.913 5.487 4.937
N 8.028 6.173 4.910
C 7.748 7.508 4.886
C 6.353 7.840 4.906
S 5.431 6.441 4.951
C 8.776 8.495 4.922
C 8.579 9.881 4.977
S 10.008 10.752 5.052
C 10.880 9.221 5.046
N 10.132 8.161 4.945
C 12.343 9.222 5.138
H 7.759 3.568 5.097
H 6.150 3.587 4.331
H 6.297 3.833 6.064
H 5.854 8.814 4.940
H 7.608 10.357 4.942
H 12.703 9.774 5.997
H 12.788 9.540 4.200
H 12.645 8.172 5.310
```

Values from the calculation:
- gap between HOMO and LUMO (alpha / beta) (eV) = 4.72 / 7.22
- net charge = +3
- calculated total energy (Ha) = -1844.3217
- 2S+1 = 1
- HOMO energy (alpha / beta) (hartree) = -0.6181 / -0.6536
- max |F| (eV/Å) = 1.77

Record 4
DFT (ωB97M-V/def2-TZVPD) results for C17H16N5O4S4Ta as an isolated structure.

Geometry as XYZ:
```
47
Properties=species:S:1:pos:R:3
Ta -0.255 0.882 0.772
O 0.183 0.160 2.491
N 0.248 0.735 3.689
C 0.190 -0.035 4.797
C 0.319 0.574 6.011
C 0.509 1.959 6.061
C 0.518 2.711 4.903
C 0.360 2.081 3.679
S 0.296 2.905 2.147
H 0.042 -1.092 4.639
H 0.273 -0.023 6.910
H 0.640 2.450 7.017
H 0.636 3.786 4.921
N -0.333 -4.044 -4.581
C -0.297 -2.825 -4.018
C 0.690 -1.888 -4.403
C 0.766 -0.663 -3.802
C -0.163 -0.343 -2.796
C -1.169 -1.248 -2.406
C -1.241 -2.465 -3.025
S 0.065 1.107 -1.957
O -1.125 1.293 -0.970
O 0.386 2.238 -2.734
N 1.086 0.830 -0.687
C 2.413 0.313 -0.620
N 2.691 -0.095 0.605
C 3.929 -0.556 0.785
C 4.840 -0.614 -0.257
C 4.402 -0.189 -1.496
N 3.161 0.283 -1.688
H 0.312 -4.300 -5.308
H -1.050 -4.706 -4.342
H 1.391 -2.147 -5.187
H 1.525 0.052 -4.096
H -1.905 -0.976 -1.658
H -2.028 -3.160 -2.760
H 4.186 -0.889 1.783
H 5.844 -0.980 -0.104
H 5.043 -0.216 -2.369
C -5.299 1.093 -0.948
O -4.063 0.743 -0.268
C -3.923 1.159 0.968
S -4.880 2.083 1.874
S -2.458 0.514 1.769
H -5.204 0.675 -1.942
H -5.407 2.173 -0.982
H -6.138 0.653 -0.416
```

Values from the calculation:
- gap between HOMO and LUMO (eV) = 5.76
- net charge = +2
- calculated total energy (Ha) = -2881.3785
- 2S+1 = 1
- HOMO energy (hartree) = -0.5034
- max |F| (eV/Å) = 3.86

Record 5
DFT (ωB97M-V/def2-TZVPD) results for C17H16N6O5S2Zr as an isolated structure.

Geometry as XYZ:
```
47
Properties=species:S:1:pos:R:3
Zr 0.651 0.668 -0.993
S -0.234 2.550 -2.347
C 1.241 2.495 -3.300
C 1.074 2.782 -4.699
N 0.902 3.004 -5.813
C 2.484 2.209 -2.834
S 2.849 1.781 -1.170
C 3.597 2.238 -3.739
N 4.499 2.273 -4.450
C 3.061 0.828 3.138
C 2.184 -0.391 3.423
C 0.701 -0.181 3.049
C -0.106 -1.469 3.324
C -1.578 -1.366 2.927
C 0.135 0.940 3.907
O 0.147 0.871 5.111
N -0.353 2.057 3.262
C -0.420 2.270 1.889
O -0.885 3.275 1.427
N 0.075 1.235 1.100
C 0.612 0.124 1.591
O 1.054 -0.681 0.716
H 4.094 0.625 3.416
H 2.728 1.699 3.707
H 3.050 1.084 2.076
H 2.211 -0.641 4.483
H 2.549 -1.250 2.859
H -0.011 -1.687 4.386
H 0.371 -2.274 2.763
H -2.091 -0.574 3.475
H -2.083 -2.305 3.149
H -1.694 -1.172 1.857
H -0.712 2.802 3.844
C -4.152 -2.040 -3.027
N -2.724 -1.763 -2.894
C -1.844 -2.266 -3.790
C -0.513 -2.028 -3.751
C -0.072 -1.194 -2.700
O 1.136 -0.783 -2.506
N -0.942 -0.723 -1.792
C -2.293 -0.936 -1.835
O -3.071 -0.469 -1.034
H -4.325 -3.114 -3.067
H -4.548 -1.575 -3.929
H -4.652 -1.618 -2.162
H -2.275 -2.886 -4.566
H 0.174 -2.424 -4.480
```

Values from the calculation:
- gap between HOMO and LUMO (eV) = 7.84
- net charge = 0
- calculated total energy (Ha) = -2205.8295
- energy relative to the best compared isomer or geometry (same formula, charge and spin) (kJ/mol) = 0.0
- 2S+1 = 1
- HOMO energy (hartree) = -0.3254
- max |F| (eV/Å) = 0.53

Record 6
DFT (ωB97M-V/def2-TZVPD) results for C17H16N6OPtSSe as an isolated structure.

Geometry as XYZ:
```
43
Properties=species:S:1:pos:R:3
Pt 0.684 -0.494 0.414
N -1.228 -2.161 3.812
C -0.632 -1.167 4.583
C -0.636 -0.922 5.924
C 0.110 0.201 6.337
C 0.813 1.051 5.415
C 0.810 0.797 4.081
C 0.068 -0.335 3.641
N -0.130 -0.828 2.402
C -0.912 -1.936 2.538
C -1.278 -2.653 1.354
C -2.071 -3.749 1.155
S -2.171 -4.110 -0.497
C -1.153 -2.790 -0.858
N -0.757 -2.117 0.188
H -1.792 -2.924 4.166
H -1.161 -1.536 6.644
H 0.166 0.428 7.396
H 1.353 1.899 5.814
H 1.352 1.415 3.379
H -2.599 -4.349 1.884
H -0.858 -2.556 -1.872
Se 3.889 -3.071 0.702
N 4.988 -2.311 -0.408
C 4.421 -1.230 -0.929
C 4.951 -0.308 -1.878
C 4.143 0.732 -2.253
C 2.838 0.886 -1.728
N 2.312 0.049 -0.845
C 3.108 -0.992 -0.457
N 2.597 -1.834 0.420
H 5.950 -0.438 -2.277
H 4.489 1.465 -2.969
H 2.224 1.716 -2.051
C -2.389 4.696 -2.061
C -2.268 3.241 -1.678
O -1.216 2.829 -0.931
H -3.396 4.924 -2.406
H -1.700 4.823 -2.917
H -2.105 5.387 -1.265
H -2.494 2.466 -2.424
H -3.216 3.115 -0.997
H -0.828 3.592 -0.454
```

Values from the calculation:
- gap between HOMO and LUMO (alpha / beta) (eV) = 8.27 / 4.40
- net charge = +4
- calculated total energy (Ha) = -3978.4240
- energy relative to the best compared isomer or geometry (same formula, charge and spin) (kJ/mol) = 0.0
- 2S+1 = 5
- HOMO energy (alpha / beta) (hartree) = -0.7495 / -0.7502
- max |F| (eV/Å) = 0.88

Record 7
DFT (ωB97M-V/def2-TZVPD) results for C17H17AuF6N4O5PS4 as an isolated structure.

Geometry as XYZ:
```
55
Properties=species:S:1:pos:R:3
Au -1.053 0.822 -0.821
C 1.846 2.838 3.803
C 1.911 1.360 3.475
O 1.996 1.218 2.059
P 1.016 0.251 1.254
S 1.415 0.558 -0.687
S -0.871 0.288 1.907
O 1.685 -1.152 1.714
C 1.111 -2.417 1.413
C 1.883 -3.468 2.187
H 1.875 2.988 4.885
H 0.926 3.261 3.399
H 2.692 3.358 3.353
H 1.024 0.846 3.852
H 2.798 0.890 3.907
H 1.178 -2.595 0.340
H 0.056 -2.427 1.691
H 2.880 -3.617 1.765
H 1.324 -4.398 2.132
H 1.977 -3.161 3.230
C -0.389 4.019 -1.859
C -0.512 3.990 -0.321
O -0.485 2.772 0.245
C -1.815 4.763 0.056
F -2.042 4.810 1.379
F -1.794 6.066 -0.372
F -2.898 4.210 -0.510
C 0.691 4.820 0.236
F 1.831 4.115 0.159
F 0.552 5.194 1.526
F 0.922 5.975 -0.461
H -1.122 3.328 -2.273
H 0.607 3.673 -2.133
H -0.551 5.023 -2.250
N -7.096 3.358 -0.530
C -6.233 2.582 -0.608
N -5.369 1.621 -0.680
C -4.137 1.483 -0.916
N -3.033 1.243 -1.219
O -2.554 -5.578 -2.045
S -1.700 -4.808 -1.169
O -1.725 -5.228 0.213
N -1.970 -3.199 -1.323
C -0.969 -2.641 -1.978
S -1.152 -1.043 -2.606
C 0.163 -3.493 -2.290
C 1.372 -3.184 -2.910
C 2.331 -4.172 -3.024
C 2.118 -5.460 -2.532
C 0.911 -5.778 -1.920
C -0.041 -4.794 -1.820
H 1.535 -2.178 -3.271
H 3.280 -3.948 -3.497
H 2.887 -6.216 -2.625
H 0.720 -6.771 -1.529
```

Values from the calculation:
- gap between HOMO and LUMO (alpha / beta) (eV) = 6.13 / 6.44
- net charge = -2
- calculated total energy (Ha) = -3922.4150
- energy relative to the best compared isomer or geometry (same formula, charge and spin) (kJ/mol) = 69.7
- 2S+1 = 2
- HOMO energy (alpha / beta) (hartree) = -0.0779 / -0.1065
- max |F| (eV/Å) = 2.78

Record 8
DFT (ωB97M-V/def2-TZVPD) results for a 2-piece molecular cluster, C17H17BBrClF6O10P3S overall.

Geometry as XYZ:
```
57
Properties=species:S:1:pos:R:3
C 4.312 1.861 2.465
O 3.138 1.424 1.807
C 3.263 1.416 0.415
C 2.086 0.712 -0.208
C 1.141 1.482 -0.821
C 1.207 2.982 -0.839
C 2.162 3.526 -1.870
O 2.427 3.034 -2.925
Cl 2.915 5.106 -1.381
C 0.108 0.841 -1.434
C -0.025 -0.510 -1.426
C 0.889 -1.277 -0.780
C 0.767 -2.775 -0.708
B 1.857 -3.563 -1.545
O 2.191 -4.839 -1.107
O 2.457 -3.087 -2.693
C 1.937 -0.646 -0.193
P 3.191 -1.701 0.635
P 2.442 -1.828 2.700
O 1.727 -0.649 3.168
O 1.430 -3.078 2.688
O 3.681 -2.171 3.663
C -1.209 -1.129 -2.121
O -1.136 -2.169 -2.743
C -2.471 -0.338 -2.010
S -4.014 -1.180 -1.839
C -2.344 0.982 -2.028
C -3.481 1.954 -1.906
C -3.518 2.461 -0.467
O -4.241 2.010 0.376
Br -2.288 3.944 0.034
C -0.983 1.595 -2.153
O -0.790 2.594 -2.813
H 4.212 2.894 2.799
H 4.419 1.247 3.358
H 5.196 1.718 1.846
H 3.332 2.447 0.064
H 4.179 0.926 0.067
H 1.559 3.308 0.138
H 0.226 3.423 -0.935
H -0.248 -3.085 -0.927
H 0.925 -3.060 0.333
H 2.864 -4.810 -0.423
H 3.157 -2.463 -2.481
H 4.404 -0.988 0.678
H 0.564 -2.650 2.610
H 3.974 -3.075 3.470
H -4.620 -0.494 -0.836
H -4.434 1.522 -2.179
H -3.306 2.805 -2.562
F -5.515 -1.237 3.182
P -6.467 -0.953 1.871
F -7.567 -1.912 2.636
F -6.868 0.138 0.691
F -4.958 -0.867 1.181
F -7.112 0.260 2.782
F -6.744 -2.080 0.695
```

Values from the calculation:
- gap between HOMO and LUMO (eV) = 7.73
- net charge = -1
- calculated total energy (Ha) = -6491.3082
- 2S+1 = 1
- HOMO energy (hartree) = -0.2597
- max |F| (eV/Å) = 2.90